Entry from the OMol25 dataset: a structure of composition C38H44AsBrMnN3OSb (ωB97M-V with the def2-TZVPD basis set).

Results
Net charge   +2
M   890.31 g/mol
Relative energy (zero: lowest compared OMol25 entry of this formula, charge and spin)   11.4 kJ/mol
DFT total energy   -7914.28533 hartree
F_max   0.555 eV/Å
Spin multiplicity   4
Gap between HOMO and LUMO (spin up / spin down)   0.20823 / 0.18024 Ha

Each line ends with the Mulliken spin population.
Element x y z (Å)
C  -0.196  -3.688  1.715  0.01
H  2.684  4.686  4.754  0.00
C  -1.261  -2.556  -0.511  0.05
H  2.232  6.240  4.024  0.00
C  -1.796  3.396  -3.989  0.00
C  -3.914  0.005  2.667  0.01
H  -0.232  -5.805  -2.353  0.00
N  -0.529  -1.783  0.328  0.02
H  1.356  -9.592  0.433  0.00
H  1.279  6.762  1.262  0.00
H  -0.912  3.632  -4.579  0.00
C  -1.483  -3.921  -0.290  0.01
Mn  -0.431  0.206  -0.363  2.23
C  -2.295  -4.623  -1.258  0.13
C  2.095  0.369  0.672  -0.05
C  0.744  0.698  1.102  -0.20
H  0.582  -1.699  2.050  -0.01
H  0.980  4.308  -3.692  0.00
C  1.431  -7.018  -1.793  -0.02
C  -0.322  -8.368  -0.093  0.04
C  2.815  5.331  3.887  0.00
H  -1.220  1.316  -3.725  0.00
C  -2.654  -2.584  -2.540  0.01
C  4.432  -0.109  0.991  0.01
H  -1.034  -8.891  0.532  0.00
C  -2.213  4.060  -0.250  0.00
H  1.917  5.881  -0.143  0.00
H  -2.617  3.230  -4.686  0.00
H  1.578  1.857  -3.161  0.00
C  2.072  6.103  0.912  0.00
Br  3.668  -8.614  -1.109  0.01
C  -0.793  4.035  -0.806  -0.01
C  0.078  4.332  2.760  0.00
H  -2.417  5.024  0.216  0.00
H  2.120  -6.536  -2.471  0.00
C  2.194  -0.162  -0.616  0.01
H  2.695  4.053  -3.400  0.00
C  0.119  -6.608  -1.718  0.03
C  -0.942  -4.480  0.879  0.01
H  -2.365  3.297  0.513  0.00
H  0.049  3.954  3.783  0.00
H  3.431  -1.105  -2.098  0.00
C  4.504  -0.659  -0.285  -0.02
C  1.709  4.017  -2.938  -0.01
H  -1.117  -5.517  1.130  0.01
H  0.841  1.053  3.207  -0.03
C  3.377  -0.696  -1.098  0.00
H  -2.527  1.819  -2.686  0.00
C  -3.367  0.305  1.429  -0.02
H  5.318  -0.072  1.610  0.00
N  -2.106  -6.942  -0.722  0.12
C  -2.030  0.667  1.355  0.01
Sb  2.144  4.320  2.119  0.00
H  -2.052  4.271  -3.390  0.00
C  -0.755  -7.273  -0.847  0.05
H  -3.981  0.300  0.537  0.00
C  -0.001  -2.340  1.402  -0.01
C  1.000  -8.757  -0.154  -0.02
C  -3.125  0.083  3.810  -0.02
H  3.179  0.806  2.471  0.00
H  3.869  5.586  3.806  0.00
H  -0.664  4.797  -1.576  0.00
H  -3.564  -0.129  4.776  0.00
H  1.695  4.764  -2.145  0.00
C  3.234  0.388  1.475  -0.03
C  1.447  2.619  -2.388  -0.01
H  1.334  -0.148  -1.318  -0.04
H  3.027  6.617  1.008  0.00
C  -2.906  -3.908  -2.315  0.06
C  -1.785  0.429  3.730  0.02
O  -1.572  -0.616  -1.781  0.14
H  -1.721  1.214  0.430  -0.02
H  5.445  -1.047  -0.650  0.00
C  0.226  0.891  2.325  0.13
N  -2.618  -5.918  -1.125  0.26
H  -2.953  3.911  -1.038  0.00
H  -0.563  3.696  2.150  0.00
C  1.871  -8.079  -1.001  0.04
As  -0.338  2.335  -1.639  -0.04
H  -4.960  -0.255  2.749  0.00
H  2.150  2.388  -1.586  0.00
H  -1.180  0.462  4.627  0.00
C  -1.589  2.154  -3.132  0.00
H  -0.050  4.232  -0.033  0.01
H  -0.313  5.349  2.758  0.00
C  -1.206  0.715  2.494  0.01
H  -3.098  -2.064  -3.377  0.00
C  -1.826  -1.859  -1.654  0.09
H  0.237  -4.086  2.621  0.00
H  -3.566  -4.460  -2.972  -0.01

Cartesian forces, eV/Å:
-0.066 -0.126 -0.029
-0.018 -0.007 -0.007
-0.096 -0.185 -0.038
0.006 0.006 0.012
0.035 0.035 0.043
-0.033 -0.012 -0.041
-0.005 0.003 -0.003
0.027 0.061 -0.017
-0.006 0.001 0.000
0.012 0.009 0.013
0.000 0.018 0.008
0.024 0.146 -0.059
-0.125 -0.364 0.399
0.043 0.309 -0.108
0.084 -0.025 0.030
-0.162 -0.058 -0.083
0.004 0.016 -0.025
0.021 0.020 -0.008
0.043 0.040 -0.048
-0.088 0.079 -0.052
-0.001 -0.028 -0.046
-0.011 -0.017 0.019
0.105 0.252 0.083
-0.037 0.000 -0.034
0.000 -0.001 0.006
0.025 -0.003 -0.012
-0.023 -0.020 0.018
0.002 -0.015 -0.002
-0.015 -0.008 0.014
-0.027 -0.041 0.024
-0.154 0.036 0.017
-0.058 -0.073 -0.027
0.050 0.010 0.035
0.001 0.010 -0.014
-0.008 0.003 0.001
-0.075 -0.004 -0.062
0.009 -0.014 0.007
-0.053 -0.028 0.069
0.080 0.017 0.095
-0.023 0.027 0.020
-0.009 0.005 0.006
0.017 -0.009 0.003
-0.032 0.002 -0.059
-0.061 0.026 0.014
0.007 -0.006 0.012
0.015 0.015 -0.003
0.080 0.032 -0.007
0.007 0.005 0.020
-0.022 -0.053 -0.021
-0.002 -0.008 0.004
-0.300 0.067 0.010
0.166 0.119 -0.093
-0.025 0.057 0.061
-0.003 0.005 -0.024
0.339 -0.002 -0.070
-0.009 0.008 0.005
0.001 0.112 -0.014
0.076 -0.044 0.012
0.000 -0.005 0.035
0.021 -0.009 0.004
-0.002 0.008 -0.037
0.018 -0.021 -0.008
0.003 -0.001 0.000
-0.009 -0.006 -0.017
0.032 0.066 0.050
-0.038 -0.013 0.018
0.181 0.002 -0.031
0.003 -0.002 0.006
0.019 -0.212 0.093
0.025 -0.001 -0.054
0.103 0.135 -0.096
-0.098 0.175 0.122
-0.008 -0.009 -0.020
0.146 0.078 -0.155
-0.019 -0.294 0.067
-0.010 -0.013 0.015
0.017 0.008 -0.043
0.085 -0.057 0.019
0.109 0.122 -0.014
-0.001 -0.001 -0.011
-0.009 -0.017 -0.001
0.014 0.007 -0.006
0.041 0.000 0.016
0.003 -0.054 0.013
-0.003 0.005 0.003
-0.214 -0.014 -0.021
0.005 0.006 0.002
-0.144 -0.277 0.004
0.000 -0.007 -0.002
0.002 0.001 -0.005